Record 1
Formula: C15H23N3O
Source: the OMol25 dataset
Level of theory: the ωB97M-V functional and the def2-TZVPD basis

XYZ file:
```
42
C15H23N3O the ωB97M-V functional and the def2-TZVPD basis
C -7.0011 -0.6255 0.6027
C -5.8722 -1.2358 -0.2187
C -4.5060 -0.9699 0.4096
C -3.3731 -1.5634 -0.4244
C -2.0016 -1.4544 0.2439
C -1.5429 -0.0292 0.5540
C -1.4278 0.8423 -0.7019
C -0.8853 2.2019 -0.3477
O -1.5431 3.2147 -0.2599
N 0.4629 2.2487 -0.1010
N 1.2375 1.1603 -0.1663
C 2.4935 1.1828 0.0687
C 3.2934 2.4102 0.4144
C 3.1663 -0.1163 0.0062
C 2.5852 -1.1885 -0.6771
C 3.2359 -2.4060 -0.7096
C 4.4573 -2.5186 -0.0586
N 5.0115 -1.5210 0.6075
C 4.3860 -0.3604 0.6427
H -6.8753 0.4522 0.6814
H -7.9646 -0.8255 0.1396
H -7.0101 -1.0425 1.6076
H -6.0280 -2.3139 -0.3055
H -5.8917 -0.8175 -1.2279
H -4.4809 -1.4026 1.4128
H -4.3698 0.1082 0.5074
H -3.3497 -1.0778 -1.4016
H -3.5819 -2.6227 -0.5966
H -1.2598 -1.9281 -0.4039
H -2.0231 -2.0146 1.1820
H -0.5623 -0.0836 1.0314
H -2.2331 0.4407 1.2557
H -0.7561 0.3634 -1.4145
H -2.4082 0.9849 -1.1544
H 0.8399 3.1620 0.1559
H 2.9022 3.2845 -0.1054
H 4.3315 2.2819 0.1228
H 3.2528 2.6022 1.4874
H 1.6382 -1.0418 -1.1724
H 2.8119 -3.2494 -1.2324
H 5.0168 -3.4445 -0.0650
H 4.8819 0.4036 1.2264
```

ΔE to the lowest compared entry with this formula, charge and spin	24.0	kcal per mole
net charge	0

---

Record 2
Formula: C15H23N3O2
Source: the OMol25 dataset
Level of theory: the ωB97M-V functional and the def2-TZVPD basis

XYZ file:
```
43
C15H23N3O2 the ωB97M-V functional and the def2-TZVPD basis
C -2.0144 -1.9661 2.8536
C -0.8207 -2.2105 1.9385
C -1.0968 -3.3388 0.9438
C 0.0801 -3.6358 0.0040
C -0.0332 -2.9903 -1.3801
C -0.1515 -1.4643 -1.3919
C 1.1200 -0.7576 -0.8958
C 2.0841 -0.4177 -2.0319
N 0.7722 0.4258 -0.1252
N 1.5952 0.8028 0.9426
C 1.3961 2.1331 1.3011
O 1.8928 2.6473 2.2805
C 0.5285 2.6428 0.2567
C -0.0206 3.9249 -0.0028
C 0.3266 5.0592 0.8970
C -0.8381 4.0547 -1.0857
C -1.1686 2.9752 -1.9732
O -1.8832 3.0270 -2.9561
N -0.5840 1.7323 -1.6479
C 0.2151 1.5778 -0.5794
H -1.7992 -1.1651 3.5568
H -2.2537 -2.8643 3.4185
H -2.8900 -1.6851 2.2723
H 0.0479 -2.4772 2.5463
H -0.5863 -1.2854 1.4102
H -1.9841 -3.0977 0.3550
H -1.3293 -4.2380 1.5179
H 1.0118 -3.3368 0.4882
H 0.1448 -4.7138 -0.1566
H 0.8356 -3.2849 -1.9736
H -0.9179 -3.3965 -1.8749
H -0.3642 -1.1543 -2.4177
H -0.9966 -1.1683 -0.7700
H 1.6330 -1.4158 -0.1876
H 2.3640 -1.3233 -2.5631
H 1.6258 0.2718 -2.7373
H 2.9854 0.0449 -1.6354
H 1.8801 0.0941 1.6016
H 1.3785 5.3133 0.7713
H 0.1984 4.7609 1.9354
H -0.2809 5.9338 0.6822
H -1.2837 5.0060 -1.3303
H -0.8194 0.9599 -2.2570
```

ΔE to the lowest compared entry with this formula, charge and spin	0.0	kcal per mole
net charge	0

---

Record 3
Formula: C15H23N3O4
Source: the OMol25 dataset
Level of theory: the ωB97M-V functional and the def2-TZVPD basis

XYZ file:
```
45
C15H23N3O4 the ωB97M-V functional and the def2-TZVPD basis
O -2.6284 -1.4270 -2.8433
C -3.3364 -1.7743 -1.9055
C -4.2685 -0.7844 -1.2142
C -3.5018 0.3985 -0.6003
C -2.4125 -0.0676 0.3782
C -1.8048 1.1116 1.0909
C -2.1610 1.3987 2.4165
C -1.5968 2.4924 3.0813
C -0.6670 3.3052 2.4260
C -0.3066 3.0271 1.1042
C -0.8794 1.9393 0.4381
N -3.1588 -3.0455 -1.3899
O -2.1622 -3.9328 -1.8929
H -4.9883 -0.4120 -1.9486
H -4.8318 -1.2995 -0.4311
H -4.2115 1.0477 -0.0758
H -3.0415 0.9889 -1.4007
H -1.6233 -0.6044 -0.1586
H -2.8451 -0.7589 1.1090
H -2.8796 0.7732 2.9372
H -1.8787 2.7099 4.1072
H -0.2253 4.1534 2.9405
H 0.4200 3.6528 0.5922
H -0.6017 1.7435 -0.5928
H -3.7054 -3.3155 -0.5737
H -1.7371 -3.5403 -2.6851
C 3.7140 0.9882 2.1001
N 3.0236 0.2548 1.0401
C 2.6108 0.8006 -0.1122
O 2.7875 1.9842 -0.3793
C 1.9481 -0.1139 -1.1536
N 2.1909 -1.5522 -0.9650
C 3.3162 -2.2160 -1.2269
C 4.5162 -1.4872 -1.7997
O 3.3859 -3.4115 -0.9967
H 4.7382 1.2068 1.7928
H 3.7327 0.3980 3.0172
H 3.2001 1.9322 2.2929
H 2.8547 -0.7301 1.1763
H 2.2906 0.1916 -2.1421
H 0.8739 0.0586 -1.1079
H 1.4291 -2.1215 -0.6292
H 4.8535 -0.7225 -1.1034
H 4.2487 -1.0343 -2.7520
H 5.3188 -2.2059 -1.9600
```

ΔE to the lowest compared entry with this formula, charge and spin	53.3	kcal per mole
net charge	0

---

Record 4
Formula: C15H23N3O4
Source: the OMol25 dataset
Level of theory: the ωB97M-V functional and the def2-TZVPD basis

XYZ file:
```
45
C15H23N3O4 the ωB97M-V functional and the def2-TZVPD basis
N 6.7403 -0.5932 0.4779
C 5.2910 -0.4200 0.6966
C 4.6227 -1.3431 -0.3029
C 3.3209 -0.9265 -1.0865
C 1.9914 -1.0511 -0.3728
C 0.5796 -0.9356 -1.0218
N 0.2570 0.3604 -1.4537
C -0.3878 -1.6152 -0.0759
O -0.0884 -2.3359 0.8694
N -1.7044 -1.3346 -0.4794
C -2.6823 -1.3300 0.4750
C -2.6129 -0.0408 1.4181
C -1.8644 1.1018 0.8735
C -2.1435 1.9091 -0.2422
C -1.2911 2.8993 -0.6595
C -0.0875 3.0239 -0.0136
O 0.8505 3.8825 -0.4680
C 0.2485 2.2021 1.1572
C -0.6339 1.2552 1.4391
C -4.0415 -1.1966 -0.1780
O -4.2067 -0.8019 -1.3010
O -5.0332 -1.8169 0.4529
H 7.3443 0.1042 0.8474
H 7.1158 -1.4336 0.9417
H 5.2492 0.5704 0.3771
H 4.9658 -0.5342 1.6832
H 5.4698 -1.6084 -0.9337
H 4.3778 -2.2953 0.2003
H 3.3775 -1.7057 -1.9607
H 3.4056 -0.0982 -1.7428
H 2.0029 -0.4353 0.5661
H 2.1288 -2.0199 0.1361
H 0.6181 -1.7778 -1.7418
H 0.2796 0.9276 -0.6464
H 0.7879 0.7415 -2.2284
H -1.5800 -0.5880 -1.1418
H -2.6885 -2.2815 1.0775
H -3.6791 0.2328 1.7392
H -2.1083 -0.4768 2.2955
H -3.1653 2.0422 -0.7390
H -1.4685 3.6457 -1.4146
H 1.4744 4.0681 0.1922
H 1.1379 2.6021 1.5453
H -0.3022 0.5506 2.2205
H -5.8274 -1.8755 -0.1497
```

ΔE to the lowest compared entry with this formula, charge and spin	92.5	kcal per mole
net charge	0

---

Record 5
Formula: C15H23N5O4
Source: the OMol25 dataset
Level of theory: the ωB97M-V functional and the def2-TZVPD basis

XYZ file:
```
47
C15H23N5O4 the ωB97M-V functional and the def2-TZVPD basis
H 4.0652 -0.6133 -2.6021
N 4.7807 -0.5365 -1.7938
C 4.7923 0.5973 -1.1128
N 5.3596 0.5473 0.2197
N 4.4848 1.8053 -1.4893
C 3.8973 3.0890 -0.7499
C 2.4200 3.3390 -0.9928
C 1.6135 1.9305 -0.9166
C 0.4793 1.6037 -2.0129
N -0.1678 0.3451 -1.3399
C -1.4397 0.5004 -0.9970
O -2.1273 1.4939 -1.1486
C -2.1266 -0.8107 -0.5686
N -1.3273 -1.9857 -0.5510
C -2.4210 -0.4212 0.9587
C -3.0490 -1.3865 1.9229
C -4.4225 -1.4833 2.0557
C -5.0150 -2.3718 3.1483
C -4.2056 -3.0684 3.8330
O -4.5250 -4.0069 4.6911
C -2.8518 -2.9593 3.7427
C -2.1372 -2.1771 2.7881
C 0.9469 1.2755 -3.3483
O 1.9733 1.7895 -3.7959
O 0.2546 0.2856 -4.0474
H 6.0704 1.2042 0.2504
H 5.5400 -0.4469 0.5234
H 4.3346 1.8341 -2.6140
H 3.8744 3.0420 0.5015
H 4.5710 3.9851 -1.3852
H 2.0577 3.5979 -2.0017
H 1.9271 3.8690 -0.1852
H 2.3730 1.1951 -1.0427
H 0.9742 1.7306 -0.1566
H -0.2515 2.5119 -1.9594
H 0.5542 -0.3180 -0.7112
H -3.2101 -0.9904 -1.1454
H -1.9634 -2.4548 0.1942
H -1.3426 -2.3664 -1.5275
H -3.0778 0.4229 1.1238
H -1.4401 -0.0370 1.4494
H -4.9270 -0.9576 1.2617
H -6.1402 -2.6046 3.1290
H -5.4613 -4.0812 4.6096
H -2.2836 -3.5717 4.4407
H -1.0367 -2.2824 2.6009
H -0.3937 -0.0635 -3.2490
```

ΔE to the lowest compared entry with this formula, charge and spin	181.1	kcal per mole
net charge	0

---

Record 6
Formula: C15H24
Source: the OMol25 dataset
Level of theory: the ωB97M-V functional and the def2-TZVPD basis

XYZ file:
```
39
C15H24 the ωB97M-V functional and the def2-TZVPD basis
C -1.2262 2.4750 -1.9314
C -0.9837 1.2842 -1.2042
C -1.0592 -0.0388 -1.8939
C 0.0677 -0.8710 -1.1503
C 1.4091 -0.6296 -1.8941
C -0.2529 -2.3736 -1.1172
C -0.9819 -2.6678 0.2052
C -1.1740 -1.3164 0.8792
C -0.0615 -0.3508 0.3068
C 1.2923 -0.3414 1.1111
C 1.1578 -0.6160 2.6222
C 1.9108 1.0411 0.8658
C 0.8401 1.9834 0.4166
C -0.4314 1.1530 0.2007
C -1.4887 1.6774 1.1981
H -1.0268 3.4885 -1.5296
H -1.6167 2.3952 -2.9436
H -0.7891 0.0910 -2.9511
H -2.0877 -0.4195 -1.8135
H 2.2372 -1.1253 -1.4050
H 1.6689 0.4410 -1.9038
H 1.4091 -0.9941 -2.9133
H 0.6660 -2.9537 -1.1435
H -0.8328 -2.6727 -1.9879
H -0.3300 -3.3199 0.7993
H -1.9351 -3.1631 0.0734
H -1.1887 -1.3294 1.9602
H -2.1277 -0.9198 0.6097
H 1.9540 -1.1489 0.7582
H 0.5219 0.1420 3.0928
H 0.7397 -1.6183 2.7796
H 2.1499 -0.5624 3.0965
H 2.6076 1.0076 0.0428
H 2.4002 1.4402 1.7434
H 0.6630 2.7854 1.1449
H 1.1486 2.5370 -0.4795
H -1.6559 2.7797 1.1053
H -2.4438 1.1656 1.0383
H -1.1500 1.5453 2.2117
```

ΔE to the lowest compared entry with this formula, charge and spin	5.6	kcal per mole
net charge	0

---

Record 7
Formula: C15H24BBr33INO5Si2
Source: the OMol25 dataset
Level of theory: the ωB97M-V functional and the def2-TZVPD basis

XYZ file:
```
82
C15H24BBr33INO5Si2 the ωB97M-V functional and the def2-TZVPD basis
C -5.1288 3.6584 1.5591
B -3.8133 4.0097 0.7775
O -3.2245 5.2616 0.9449
Si -2.9774 2.6368 -0.4794
C -1.9481 3.5052 -1.8130
O -1.8597 2.7022 -3.0124
N -0.5964 2.1296 -3.0761
O -0.5392 1.2931 -3.8897
O -2.1001 1.4856 0.3562
Si -1.9865 -0.0491 -0.2664
I 0.1966 -1.0618 0.1815
C -3.2903 -1.1798 0.4126
C -4.6750 -1.0358 -0.2567
O -5.6105 -0.3657 0.5839
H -4.8801 3.3729 2.5867
H -5.6564 2.8306 1.0839
H -5.7915 4.5260 1.6127
H -3.5422 5.9142 0.3113
H -4.0745 1.9522 -1.2223
H -2.4689 4.4268 -2.0884
H -0.9454 3.7703 -1.4758
H -2.1271 0.0396 -1.7327
H -2.9188 -2.1960 0.2750
H -3.4199 -1.0552 1.4909
H -5.0905 -2.0126 -0.4962
H -4.5890 -0.4792 -1.1965
H -5.4922 0.5815 0.4651
C -2.0505 -5.4719 1.7823
Br -2.2913 -4.9909 -0.0628
Br -0.2681 -5.0845 2.3859
Br -3.3636 -4.6201 2.8992
H -2.1932 -6.5402 1.8561
C 4.2778 4.6693 -0.8528
Br 4.4067 4.4176 1.0436
Br 5.9818 5.0867 -1.6403
Br 3.4718 3.1408 -1.6980
H 3.6294 5.5164 -1.0235
C -3.4373 -3.4976 6.4180
Br -2.7383 -3.9969 8.1349
Br -5.3100 -3.9140 6.2473
Br -3.0786 -1.6535 6.0110
H -2.9149 -4.0895 5.6789
C 1.3973 0.2434 -6.8965
Br 2.1112 -0.3600 -5.2250
Br 2.7053 1.2146 -7.9212
Br 0.6512 -1.2152 -7.9091
H 0.5894 0.9269 -6.6766
C 1.5510 -4.4627 7.4413
Br 0.5126 -5.7049 8.4776
Br 1.3933 -4.8254 5.5585
Br 1.0896 -2.6403 7.8444
H 2.5870 -4.6018 7.7133
C 3.7009 -4.5032 -3.8835
Br 2.3886 -5.5808 -2.9760
Br 3.1441 -3.9870 -5.6451
Br 4.1727 -2.9642 -2.8276
H 4.5882 -5.1097 -3.9957
C 0.2829 2.4748 3.3967
Br 0.9287 3.3169 1.7865
Br -1.6322 2.3434 3.4921
Br 1.1456 0.7705 3.5798
H 0.6032 3.0984 4.2183
C 6.9761 -0.2122 -3.4206
Br 6.6691 0.4751 -5.1933
Br 8.7205 0.2373 -2.7557
Br 5.5916 0.3485 -2.2132
H 6.9237 -1.2899 -3.4906
C 4.9655 -5.9156 0.1991
Br 5.4925 -7.7479 0.4379
Br 3.6240 -5.3825 1.4667
Br 6.4726 -4.7217 0.2650
H 4.5233 -5.8314 -0.7844
C 9.0554 3.4447 -5.7777
Br 9.5152 4.8035 -7.0590
Br 10.2300 1.9293 -5.8965
Br 8.9843 4.1478 -3.9903
H 8.0617 3.0957 -6.0201
C -9.1810 4.0890 3.1743
Br -8.8396 5.4946 1.9028
Br -8.3472 2.4371 2.6562
Br -8.6718 4.6094 4.9527
H -10.2483 3.9226 3.1790
```

net charge	0

---

Record 8
Formula: C15H24BN4O4
Source: the OMol25 dataset
Level of theory: the ωB97M-V functional and the def2-TZVPD basis

XYZ file:
```
48
C15H24BN4O4 the ωB97M-V functional and the def2-TZVPD basis
C -3.4069 -2.6304 0.7676
C -2.2898 -2.5319 0.3417
C -0.9294 -2.3952 -0.2015
C 0.0764 -1.9595 0.8642
C -0.2386 -0.5785 1.4917
C -0.1395 0.4991 0.4456
N 1.1017 0.7267 -0.0276
C 1.3715 1.6077 -1.0099
O 2.6582 1.7306 -1.4106
N 3.5477 2.5829 -0.5147
O 2.9628 3.2497 0.2058
C 0.3618 2.3286 -1.5905
B 0.6306 3.3575 -2.7819
O 1.4680 4.3987 -2.5174
C -0.0590 3.1205 -4.1878
C -0.5389 1.6780 -4.4223
C -0.9314 2.1401 -1.1005
C -1.2016 1.2348 -0.0680
C -2.6142 1.0989 0.4453
C -2.7838 1.6518 1.8712
H -4.4308 -2.5652 1.0527
H -0.6461 -3.3687 -0.6061
H -0.9745 -1.6948 -1.0400
H 0.2205 -2.6994 1.6475
H 1.0490 -1.8622 0.3642
H 0.4994 -0.3976 2.2748
H -1.2400 -0.5963 1.9085
H 1.8870 0.2086 0.3534
H 1.2774 5.1259 -3.1240
H -0.9086 3.8124 -4.2438
H 0.6672 3.3830 -4.9604
H -1.4231 1.4307 -3.8351
H -0.8318 1.5625 -5.4674
H 0.2546 0.9510 -4.2469
H -1.7655 2.6956 -1.5122
H -2.9665 0.0695 0.3712
H -3.2545 1.6973 -0.2041
H -2.4651 2.6956 1.8950
H -3.8384 1.6192 2.1394
H -2.2040 1.1169 2.6196
C 2.3422 -4.0043 3.4761
O 1.3525 -3.2846 3.4304
N 3.4154 -3.7135 4.2638
N 2.4418 -5.1535 2.7480
H 4.2319 -4.2916 4.3243
H 3.3652 -2.8817 4.8215
H 1.6605 -5.4045 2.1721
H 3.2388 -5.7606 2.7772
```

net charge	+1

---

What did we get for HOMO-LUMO gap? Answer: 9.037, 8.644, 9.734, 9.195, 9.130, 9.499, 9.105, 8.637 eV, in the order shown.